(1)
A single C19H18ClNO3 molecule in a non-equilibrium geometry. Source: the OMol25 dataset; level of theory: wB97M-V/def2-TZVPD.

Each line ends with the natural charge from an NBO analysis.
Geometry (Å):
O1 -0.7157 -3.3898 -3.3112  -0.667
C1 -0.5406 -2.2173 -2.7191  0.543
C2 -1.3781 -1.2757 -3.0638  -0.137
O2 -2.1919 -0.5146 -2.0847  -0.523
C3 -1.4768 0.1993 -0.9631  0.760
O3 -0.1062 0.5691 -1.0554  -0.690
C4 -2.4589 0.5448 0.0342  -0.376
C5 -1.7833 1.2374 1.0947  0.036
C6 -2.5810 1.8200 2.2926  -0.120
C7 -3.8691 1.5402 2.4380  -0.135
C8 -4.4801 2.0810 3.5623  -0.234
C9 -3.9931 2.8323 4.4694  -0.196
C10 -2.5694 3.2414 4.1475  -0.023
Cl1 -1.8004 4.1235 5.3442  0.061
C11 -2.0364 2.6737 3.0636  -0.259
N1 0.3771 -2.0184 -1.9098  -0.584
C12 1.6748 -2.9046 -1.6668  -0.203
C13 2.9251 -2.5332 -2.1797  -0.484
C14 3.2877 -1.3078 -1.4545  -0.044
C15 3.8088 -1.3570 -0.0179  -0.229
C16 3.9079 -0.3437 0.5359  -0.155
C17 3.7718 0.9914 -0.1089  -0.141
C18 3.4461 1.2163 -1.2058  -0.171
C19 2.9565 -0.1507 -1.9240  -0.206
H1 -2.2237 -1.3888 -3.7865  0.248
H2 -0.7415 -0.4222 -3.3588  0.218
H3 -3.2940 -0.1334 0.0715  0.261
H4 -0.7988 1.6248 1.1779  0.230
H5 -4.6699 0.8431 1.7038  0.230
H6 -5.6595 1.9408 3.6114  0.212
H7 -4.4720 3.0153 5.4728  0.243
H8 -0.9491 2.7373 2.9082  0.220
H9 0.6868 -1.1059 -1.5532  0.452
H10 1.3629 -4.0435 -2.1745  0.253
H11 1.6781 -3.4371 -0.4927  0.217
H12 2.9129 -2.5639 -3.1262  0.224
H13 3.6796 -3.3501 -1.9350  0.225
H14 3.8363 -2.2867 0.3893  0.211
H15 4.5106 -0.3584 1.6944  0.190
H16 4.1243 1.9317 0.7343  0.170
H17 3.1674 1.8897 -1.6420  0.169
H18 2.6747 0.0500 -3.0124  0.208

Computed properties:
LUMO energy = -0.050 Ha
HOMO energy = -0.3296 Eh
frontier orbital gap = 7.611 eV
calculated total energy = -40134.2052 eV
structure (SMILES) = O=C(COC(=O)/C=C/c1cccc(Cl)c1)NCCc1ccccc1

(2)
3 unconnected molecules or ions with the total composition C30H48F9N5O4PS in a non-equilibrium geometry. Source: the OMol25 dataset; level of theory: wB97M-V/def2-TZVPD.

Each line ends with the Löwdin spin population.
Geometry (Å):
C1 -1.5443 1.5655 5.0207  0.000
N1 -1.9451 0.1277 5.2802  0.000
C2 -1.5622 -0.5902 6.3443  0.000
C3 -0.6590 -0.1953 7.5817  0.000
F1 -0.6175 1.2124 7.8368  0.000
F2 0.6829 -0.5552 7.3088  0.000
C4 -1.0583 -0.8584 8.9856  0.000
F3 -0.5439 0.0400 9.9743  0.000
F4 -2.4653 -0.8455 9.2358  0.000
C5 -0.3628 -2.2580 9.3210  0.000
F5 -0.1571 -3.1172 8.2328  0.000
F6 0.9292 -1.9757 9.8580  0.000
C6 -1.1325 -3.0461 10.5149  0.000
F7 -1.4272 -2.1892 11.5785  0.000
F8 -2.3706 -3.5804 10.0781  0.000
F9 -0.2557 -4.0340 10.9802  0.000
C7 -2.2033 -2.0325 6.0897  0.000
O1 -3.0024 -2.6828 7.0948  0.000
C8 -4.3015 -2.1466 7.1786  0.000
N2 -5.4525 -1.8580 7.2543  0.000
C9 -2.6401 -2.1355 4.5236  0.000
P1 -3.9402 -3.4111 4.0219  0.000
N3 -3.4718 -4.3113 2.7570  0.000
C10 -2.8627 -0.5643 4.3072  0.000
S1 -4.5100 0.2223 4.6902  0.000
C11 -2.7059 -0.3604 2.7328  0.000
C12 -4.0562 -0.6912 1.8853  0.000
O2 -4.2099 -1.7225 1.2165  0.000
H1 -2.3611 2.3006 5.3555  0.000
H2 -0.5317 1.8111 5.5113  0.000
H3 -1.3821 1.7737 3.9074  0.000
H4 -1.2634 -2.7071 6.0608  0.000
H5 -1.7073 -2.5046 3.9656  0.000
H6 -5.1942 -2.7787 3.7334  0.000
H7 -4.0905 -4.3305 5.1252  0.000
H8 -2.5466 -3.9619 2.4591  0.000
H9 -4.2325 1.1442 5.6979  0.000
H10 -1.9127 -1.0907 2.3334  0.000
H11 -2.3998 0.6765 2.3800  0.000
H12 -4.8697 0.1215 1.8912  0.000
C13 -2.8095 -3.2811 -3.9520  0.002
C14 -2.7583 -2.1258 -2.9106  0.025
C15 -3.5896 -0.9173 -3.4023  0.015
C16 -2.9198 -0.1271 -4.5203  0.001
C17 -1.5091 0.2849 -4.1114  0.014
C18 -0.6509 -0.9090 -3.6588  0.025
N4 -1.3331 -1.7634 -2.6352  0.342
O3 -1.2987 -1.0924 -1.4551  0.569
C19 -0.2774 -1.7551 -4.9037  0.001
C20 0.7194 -0.3832 -3.1625  -0.001
C21 -3.4863 -2.7085 -1.6724  -0.001
H13 -3.3363 -4.1591 -3.5678  0.000
H14 -3.3146 -2.9855 -4.8750  0.000
H15 -1.8200 -3.6588 -4.2118  0.001
H16 -3.7764 -0.2318 -2.5662  0.003
H17 -4.5752 -1.2543 -3.7399  0.001
H18 -2.8979 -0.7164 -5.4419  0.000
H19 -3.5113 0.7657 -4.7443  0.001
H20 -1.0298 0.7966 -4.9524  0.001
H21 -1.5786 1.0267 -3.3073  0.003
H22 0.2572 -2.6648 -4.6156  0.001
H23 0.3769 -1.1934 -5.5741  0.000
H24 -1.1419 -2.0410 -5.5051  0.000
H25 0.6235 0.3371 -2.3466  -0.001
H26 1.2530 0.1324 -3.9664  0.000
H27 1.3570 -1.2047 -2.8212  0.000
H28 -2.9430 -3.5640 -1.2599  0.000
H29 -4.4886 -3.0532 -1.9445  0.000
H30 -3.6223 -1.9729 -0.8796  -0.001
C22 5.3046 5.0578 -5.7182  0.001
C23 4.1958 4.1758 -5.0745  0.024
C24 4.2508 4.2775 -3.5318  0.014
C25 5.4139 3.5155 -2.9085  0.001
C26 5.4152 2.0653 -3.3808  0.013
C27 5.4038 1.9415 -4.9141  0.024
N5 4.3340 2.7672 -5.5585  0.329
O4 3.1508 2.1398 -5.3434  0.586
C28 6.7984 2.3480 -5.4578  0.001
C29 5.2953 0.4437 -5.2964  -0.001
C30 2.8744 4.8480 -5.5300  -0.001
H31 4.8880 5.8952 -6.2848  0.000
H32 5.9812 5.4832 -4.9727  0.000
H33 5.9033 4.5146 -6.4502  0.001
H34 3.3197 3.8877 -3.1019  0.003
H35 4.3048 5.3283 -3.2282  0.001
H36 6.3627 4.0022 -3.1540  0.000
H37 5.3302 3.5452 -1.8178  0.001
H38 6.2931 1.5572 -2.9678  0.001
H39 4.5435 1.5558 -2.9540  0.003
H40 6.8060 2.3613 -6.5513  0.001
H41 7.5636 1.6374 -5.1371  0.000
H42 7.1322 3.3235 -5.1003  0.000
H43 4.4065 -0.0337 -4.8772  -0.001
H44 6.1543 -0.1170 -4.9169  0.000
H45 5.2735 0.3147 -6.3828  0.000
H46 2.7608 4.8002 -6.6170  0.000
H47 2.8650 5.9036 -5.2415  0.000
H48 1.9913 4.3973 -5.0710  -0.001

Computed properties:
LUMO energy (alpha / beta) = -0.230 / -0.230 Ha
HOMO energy (alpha / beta) = -0.3743 / -0.3979 Eh
frontier orbital gap (alpha / beta) = 3.936 / 4.580 eV
calculated total energy = -92091.1498 eV
2S+1 = 3
net charge = +1

(3)
2 unconnected molecules or ions with the total composition C2H4NO in a non-equilibrium geometry. Source: the OMol25 dataset; level of theory: wB97M-V/def2-TZVPD.

Each line ends with the natural charge from an NBO analysis.
Geometry (Å):
C1 -0.0874 1.1154 0.5181  -0.125
C2 0.4336 -0.0228 0.0223  -0.506
N1 -0.7938 -1.6830 -0.1088  0.576
O1 -0.7569 -1.9789 -1.1866  0.053
H1 -0.6091 1.4646 1.4879  0.263
H2 -0.0046 1.9503 -0.2127  0.235
H3 0.9284 0.0673 -0.9406  0.237
H4 0.8900 -0.9130 0.4204  0.267

Computed properties:
LUMO energy (alpha / beta) = -0.290 / -0.290 Ha
HOMO energy (alpha / beta) = -0.5974 / -0.5974 Eh
frontier orbital gap (alpha / beta) = 8.359 / 8.358 eV
relative energy (zero: lowest compared OMol25 entry of this formula, charge and spin) = 346.2 kJ/mol
calculated total energy = -5663.7442 eV
net charge = +1

(4)
3 unconnected molecules or ions with the total composition C22H29BF16N3O5S2 in a non-equilibrium geometry. Source: the OMol25 dataset; level of theory: wB97M-V/def2-TZVPD.

Each line ends with the Mulliken charge.
Geometry (Å):
C1 -1.2068 -0.2433 -0.4990  -0.386
C2 -1.9954 0.2696 0.8180  -0.035
O1 -3.0908 1.1585 0.5374  -0.833
B1 -2.6431 2.4907 0.0953  0.270
C3 -1.5433 3.3300 0.9756  -0.515
C4 -0.0045 2.9866 0.6727  -0.558
C5 0.5727 3.5865 -0.6931  1.375
C6 0.7407 5.1915 -0.7026  -1.292
C7 2.0863 2.9880 -0.8312  -1.235
O2 -2.4963 2.6699 -1.3844  -0.223
C8 -3.6196 3.3758 -1.9912  0.893
C9 -3.1778 4.7112 -2.8178  -1.710
N1 -4.0100 2.4610 -3.1182  -0.697
C10 -4.6826 3.6577 -0.8021  1.006
N2 -6.0882 3.1484 -0.9231  -0.590
C11 -6.1260 1.8438 -0.8444  0.388
S1 -6.3566 0.2696 -1.3747  -0.240
N3 -4.9175 5.1566 -0.5358  -0.783
C12 -5.6630 5.1936 0.5291  0.450
S2 -6.7286 5.1422 1.8217  -0.305
O3 -3.8886 3.3058 0.3275  -0.217
H1 -1.9894 -0.4579 -1.3004  0.212
H2 -0.3907 0.4817 -0.8478  -0.048
H3 -0.7480 -1.2647 -0.2025  0.086
H4 -1.2765 0.6618 1.6375  0.083
H5 -2.4651 -0.6838 1.2802  0.098
H6 -1.7843 3.2325 2.0974  0.175
H7 -1.6850 4.4482 0.7115  0.095
H8 0.2614 1.8782 0.6983  -0.017
H9 0.6136 3.4776 1.5246  0.407
H10 0.0289 3.2363 -1.6380  -0.118
H11 0.5635 5.6314 0.3340  0.307
H12 1.8247 5.4491 -1.0166  0.392
H13 0.0736 5.6830 -1.5022  0.186
H14 2.6906 3.3561 0.0841  0.289
H15 2.0497 1.8389 -0.8060  -0.029
H16 2.6159 3.3478 -1.7765  0.409
H17 -3.9582 4.9741 -3.6296  0.423
H18 -2.2170 4.3923 -3.3771  0.370
H19 -2.9541 5.5998 -2.1418  0.326
H20 -3.6248 1.5420 -2.8693  0.300
H21 -3.6505 2.8147 -4.0104  0.304
C13 5.1198 -3.0993 -1.1501  -0.785
C14 3.7541 -2.3927 -0.9985  1.004
C15 3.5760 -1.0696 -1.7529  -0.018
F1 4.4875 -0.1373 -1.4337  -0.250
F2 2.3660 -0.5312 -1.4670  -0.175
F3 3.4859 -2.2510 0.3224  -0.267
F4 2.8106 -3.2598 -1.4759  -0.328
O4 6.1245 -2.8579 -0.1460  -0.405
C16 6.8789 -1.6682 -0.2433  0.750
C17 6.5557 -0.6492 0.8610  0.192
F5 5.2337 -0.3958 0.9582  -0.167
F6 7.1603 0.5376 0.6132  -0.266
F7 6.7516 -1.1685 -1.4881  -0.272
F8 8.1769 -2.0368 -0.1286  -0.303
H22 4.9131 -4.1692 -1.0540  0.422
H23 5.5294 -2.9867 -2.1575  0.338
H24 3.6172 -1.2352 -2.8344  0.291
H25 6.8917 -1.0153 1.8337  0.225
C18 -1.8953 -5.0038 1.2854  -0.726
C19 -1.3140 -6.4281 1.4321  0.859
C20 -1.1916 -6.9779 2.8581  0.082
F9 -0.4479 -6.2149 3.6730  -0.198
F10 -0.5994 -8.2010 2.8385  -0.286
F11 -0.1298 -6.4811 0.7775  -0.264
F12 -2.1527 -7.2658 0.7475  -0.335
O5 -0.9757 -3.9003 1.1994  -0.309
C21 -0.4247 -3.4070 2.4029  0.597
C22 1.0742 -3.7093 2.5581  0.812
F13 1.3592 -5.0193 2.3782  -0.230
F14 1.5052 -3.3876 3.8024  -0.284
F15 -1.1713 -3.8448 3.4377  -0.315
F16 -0.5956 -2.0686 2.3708  -0.212
H26 -2.4045 -4.9889 0.3174  0.426
H27 -2.6849 -4.8068 2.0156  0.319
H28 -2.1823 -7.0980 3.3084  0.286
H29 1.6589 -3.1435 1.8293  -0.224

Computed properties:
LUMO energy = 0.070 Ha
HOMO energy = -0.1967 Eh
frontier orbital gap = 7.258 eV
calculated total energy = -103818.2792 eV
net charge = -1

(5)
A molecular structure, C6H6Cl2N2O3RhSYb in a non-equilibrium geometry. Source: the OMol25 dataset; level of theory: wB97M-V/def2-TZVPD.

Each line ends with the Löwdin spin population.
Geometry (Å):
Yb1 -0.7677 -0.3817 -2.6806  1.027
Rh1 -0.0486 -0.0003 0.0593  1.832
Cl1 -1.3161 -2.0568 -0.9080  0.080
Cl2 -1.2008 1.7455 -1.3987  0.223
C1 0.9597 1.3806 0.6859  0.113
C2 -0.0110 -2.1847 -4.0802  0.001
C3 0.0830 0.7890 -4.5671  0.002
O1 1.5422 2.2891 1.1380  0.041
O2 0.2902 -3.1297 -4.6684  0.001
O3 0.4350 1.4858 -5.4163  0.001
S1 -1.4491 -0.9790 1.6135  0.460
C4 -0.6574 -0.3045 2.9277  0.089
N1 0.6238 -0.4487 3.2751  0.370
C5 0.9742 0.2294 4.4916  0.084
C6 -0.3456 0.8040 4.9396  0.094
N2 -1.2322 0.4501 3.8687  0.399
H1 1.2734 -0.9808 2.7049  0.011
H2 1.7117 0.9960 4.2640  0.042
H3 1.3888 -0.4773 5.2053  0.038
H4 -0.3148 1.8823 5.0566  0.039
H5 -0.7055 0.3461 5.8579  0.048
H6 -2.2199 0.6708 3.8260  0.007

Computed properties:
LUMO energy (alpha / beta) = -0.553 / -0.678 Ha
HOMO energy (alpha / beta) = -0.8539 / -0.9079 Eh
frontier orbital gap (alpha / beta) = 8.190 / 6.253 eV
relative energy (zero: lowest compared OMol25 entry of this formula, charge and spin) = 120.2 kJ/mol
calculated total energy = -85811.0340 eV
2S+1 = 6
net charge = +4